Entry 1:
{
  "formula": "C25H27FNO2S",
  "method": "ωB97M-V/def2-TZVPD",
  "e_tot_ha": -1672.0382,
  "total_charge": -1,
  "molar_mass_g_mol": 424.56,
  "orbital_gap_ev": 5.7,
  "species": ["O", "S", "O", "C", "N", "F", "H", "H", "H", "C", "C", "C", "C", "C", "C", "H", "H", "H", "H", "H", "H", "C", "C", "C", "C", "C", "C", "H", "H", "H", "H", "H", "H", "C", "C", "C", "C", "C", "C", "H", "H", "H", "H", "H", "H", "C", "C", "C", "C", "C", "C", "H", "H", "H", "H", "H", "H"],
  "xyz": [[1.244, -1.752, -0.669], [2.117, -2.567, -1.500], [3.360, -1.868, -1.814], [2.531, -4.143, -0.563], [1.937, -5.265, -1.022], [2.593, -5.381, -2.362], [1.451, -2.846, -2.655], [2.172, -3.974, 0.447], [3.629, -4.138, -0.575], [2.146, 1.988, 3.148], [1.317, 1.294, 4.017], [0.713, 0.113, 3.604], [0.944, -0.377, 2.326], [1.774, 0.314, 1.454], [2.371, 1.499, 1.867], [2.615, 2.911, 3.468], [1.138, 1.674, 5.016], [0.061, -0.425, 4.281], [0.480, -1.298, 1.998], [1.949, -0.075, 0.463], [3.016, 2.040, 1.186], [-4.486, 3.164, 4.189], [-4.099, 1.865, 3.891], [-2.806, 1.606, 3.456], [-1.897, 2.645, 3.327], [-2.283, 3.944, 3.629], [-3.577, 4.205, 4.057], [-5.496, 3.366, 4.522], [-4.808, 1.053, 3.992], [-2.505, 0.594, 3.214], [-0.889, 2.442, 2.992], [-1.572, 4.755, 3.529], [-3.879, 5.219, 4.286], [6.736, -4.885, -5.075], [7.103, -3.946, -6.030], [6.545, -2.676, -6.002], [5.628, -2.343, -5.013], [5.263, -3.278, -4.055], [5.814, -4.551, -4.090], [7.166, -5.878, -5.099], [7.822, -4.206, -6.797], [6.826, -1.944, -6.750], [5.195, -1.350, -4.987], [4.546, -3.015, -3.287], [5.520, -5.282, -3.349], [-6.650, 2.407, 0.773], [-7.620, 2.388, -0.219], [-7.256, 2.549, -1.549], [-5.921, 2.722, -1.885], [-4.951, 2.738, -0.892], [-5.316, 2.584, 0.437], [-6.933, 2.284, 1.811], [-8.661, 2.247, 0.043], [-8.012, 2.538, -2.323], [-5.635, 2.842, -2.922], [-3.909, 2.869, -1.154], [-4.561, 2.601, 1.213]],
  "forces_ev_per_a": [[-1.10, -0.15, -0.17], [1.20, 1.43, 1.32], [0.08, -0.19, -0.80], [0.25, -0.87, 0.08], [-0.87, -0.56, -0.06], [0.32, -0.16, -0.34], [-0.04, -0.33, 0.03], [-0.21, 0.31, 0.16], [0.27, 0.43, -0.25], [0.01, 0.02, -0.03], [0.02, -0.01, 0.08], [0.02, -0.02, -0.01], [-0.08, -0.04, 0.06], [0.13, 0.24, 0.02], [-0.06, 0.00, 0.08], [0.01, 0.00, 0.01], [-0.01, 0.00, 0.00], [0.01, -0.01, 0.01], [0.02, 0.00, -0.06], [-0.02, -0.06, -0.03], [0.01, -0.01, -0.01], [-0.03, -0.01, 0.01], [-0.03, -0.03, 0.02], [-0.02, -0.03, 0.02], [0.03, 0.05, -0.07], [-0.02, 0.01, 0.00], [0.00, 0.03, 0.00], [0.00, 0.00, 0.00], [0.00, -0.01, -0.01], [0.02, 0.00, 0.00], [0.00, -0.02, -0.01], [0.01, 0.00, -0.01], [0.00, 0.00, 0.00], [0.00, 0.01, 0.02], [0.02, -0.01, -0.03], [0.00, 0.03, 0.00], [0.05, -0.01, -0.03], [-0.09, -0.03, 0.02], [0.07, -0.05, -0.01], [0.00, -0.01, 0.00], [0.00, 0.00, -0.01], [0.01, 0.00, 0.00], [-0.01, 0.00, 0.02], [0.06, 0.01, -0.01], [-0.06, 0.01, 0.00], [-0.02, 0.00, 0.01], [-0.03, 0.00, 0.01], [-0.01, 0.00, -0.02], [0.00, 0.01, -0.01], [0.00, 0.01, -0.03], [0.07, 0.02, 0.04], [0.01, 0.00, 0.01], [-0.01, 0.00, 0.00], [0.00, -0.01, -0.01], [0.00, 0.00, -0.01], [0.01, -0.01, 0.00], [0.01, -0.01, 0.00]],
  "mulliken_charge": [-0.6203, 0.7890, -0.6746, -0.3123, -0.6515, -0.3271, 0.0622, 0.3748, 0.3303, -0.2406, -0.5858, -0.3313, -0.4658, -0.2824, -0.5887, 0.3676, 0.3712, 0.4415, 0.4404, 0.5202, 0.3749, -0.4015, -0.4681, -0.4823, -0.0616, -0.5897, -0.3271, 0.3882, 0.3618, 0.4169, 0.4157, 0.3676, 0.3724, -0.3132, -0.4100, -0.2952, -0.5550, -0.1806, -0.5030, 0.3522, 0.3368, 0.3422, 0.3822, 0.4637, 0.3894, -0.3663, -0.3923, -0.4253, -0.3325, -0.6005, 0.2056, 0.3444, 0.3500, 0.3488, 0.3554, 0.3771, 0.1418]
}

Entry 2:
{
  "formula": "C25H27KN7O6S",
  "method": "ωB97M-V/def2-TZVPD",
  "e_tot_ha": -2801.8370,
  "total_charge": -1,
  "molar_mass_g_mol": 592.70,
  "orbital_gap_ev": 7.4,
  "de_lowest_kcal_mol": 36.0,
  "species": ["K", "O", "C", "O", "C", "O", "C", "C", "O", "O", "H", "H", "H", "H", "H", "C", "C", "N", "N", "C", "O", "C", "C", "C", "C", "C", "C", "C", "C", "C", "C", "C", "N", "H", "H", "H", "H", "H", "H", "H", "H", "H", "H", "H", "H", "S", "C", "N", "C", "C", "C", "N", "H", "H", "H", "H", "C", "N", "C", "C", "N", "H", "H", "H", "H", "H", "H"],
  "xyz": [[0.857, 0.559, 0.537], [0.425, 0.606, 5.494], [0.782, 0.135, 4.276], [0.041, -0.503, 3.589], [2.228, 0.445, 3.954], [2.399, 0.227, 2.596], [3.753, 0.295, 2.149], [3.835, 0.302, 0.591], [4.573, -0.549, 0.087], [3.149, 1.189, 0.027], [-0.511, 0.372, 5.588], [2.845, -0.238, 4.564], [2.468, 1.474, 4.254], [4.298, -0.574, 2.532], [4.213, 1.227, 2.508], [0.420, -1.935, -3.307], [0.261, -1.703, -1.833], [-0.501, -0.817, -1.309], [-1.260, -0.039, -2.159], [-1.537, 1.139, -1.604], [-1.146, 1.628, -0.527], [-2.437, 1.955, -2.520], [-3.119, 3.058, -2.021], [-3.950, 3.821, -2.827], [-4.105, 3.494, -4.163], [-3.430, 2.394, -4.677], [-2.610, 1.631, -3.866], [1.047, -2.541, -0.871], [1.869, -3.578, -1.317], [2.569, -4.338, -0.396], [2.423, -4.054, 0.948], [1.583, -3.003, 1.304], [0.915, -2.275, 0.437], [-0.201, -1.235, -3.859], [0.139, -2.953, -3.593], [1.460, -1.799, -3.610], [-3.004, 3.289, -0.970], [-4.477, 4.665, -2.401], [-4.748, 4.087, -4.801], [-3.542, 2.123, -5.719], [-2.090, 0.774, -4.265], [1.966, -3.773, -2.376], [3.224, -5.133, -0.730], [2.955, -4.603, 1.712], [1.445, -2.732, 2.344], [-3.512, -1.801, 2.266], [-2.570, -2.934, 1.524], [-2.355, -2.845, 0.161], [-1.776, -3.809, -0.570], [-1.315, -4.929, 0.050], [-1.417, -4.917, 1.463], [-1.992, -3.994, 2.171], [-2.599, -1.962, -0.272], [-1.705, -3.604, -1.628], [-0.830, -5.721, -0.493], [-0.970, -5.729, 2.030], [1.705, 5.070, 0.983], [0.385, 4.503, 1.193], [-0.578, 4.568, 0.104], [0.266, 3.521, 2.066], [0.142, 2.708, 2.878], [1.632, 6.159, 0.914], [2.150, 4.677, 0.063], [2.348, 4.808, 1.821], [-0.859, 5.610, -0.075], [-1.444, 3.984, 0.391], [-0.175, 4.126, -0.810]],
  "forces_ev_per_a": [[-0.65, -0.11, 0.54], [0.04, -0.02, -0.10], [0.05, 0.07, 0.23], [-0.03, -0.05, -0.17], [-0.09, -0.09, 0.13], [0.31, 0.05, -0.28], [0.15, -0.10, 0.06], [0.01, 0.03, 0.28], [0.23, -0.22, -0.07], [0.32, 0.30, -0.10], [0.03, 0.02, 0.03], [-0.01, 0.08, -0.06], [-0.07, -0.05, -0.05], [0.05, 0.09, 0.04], [0.03, -0.06, 0.07], [0.03, -0.02, -0.15], [0.09, -0.13, 0.30], [-0.19, 0.19, -0.52], [0.49, -0.57, 0.44], [-0.47, 0.14, -0.60], [-0.36, 0.21, -0.21], [-0.06, 0.08, 0.01], [0.11, -0.11, 0.28], [0.00, 0.03, 0.10], [-0.05, 0.02, -0.11], [-0.04, 0.02, -0.08], [0.07, 0.01, 0.12], [-0.08, -0.12, -0.11], [-0.10, 0.18, -0.15], [-0.01, -0.01, 0.06], [-0.02, 0.03, 0.03], [0.21, -0.26, 0.28], [-0.17, 0.27, -0.46], [0.00, 0.01, 0.08], [-0.02, -0.03, 0.05], [0.04, 0.02, 0.02], [0.00, 0.02, -0.03], [-0.03, 0.03, -0.03], [-0.01, 0.00, -0.01], [-0.03, 0.03, -0.05], [0.04, -0.05, 0.01], [0.03, 0.00, 0.01], [-0.01, 0.01, 0.01], [0.03, -0.04, 0.00], [-0.01, 0.03, 0.08], [-0.04, 0.08, 0.10], [-0.14, 0.13, 0.06], [0.11, 0.04, -0.06], [-0.01, 0.00, 0.16], [-0.12, 0.22, 0.01], [0.23, -0.28, -0.21], [-0.15, 0.10, 0.07], [-0.01, -0.01, 0.02], [0.07, -0.07, -0.06], [0.04, -0.07, 0.00], [0.02, -0.06, -0.01], [0.15, 0.00, -0.17], [0.05, 0.13, -0.02], [-0.02, 0.11, -0.09], [-0.06, -0.05, 0.21], [0.09, -0.19, 0.11], [-0.01, -0.05, -0.02], [0.03, 0.02, 0.08], [-0.02, 0.03, -0.05], [0.03, -0.06, 0.02], [-0.09, 0.02, -0.08], [-0.01, 0.01, 0.01]],
  "mulliken_charge": [0.8065, -0.5388, 0.4808, -0.4365, -0.6704, 0.3061, -0.4461, 0.3585, -0.7716, -0.7840, 0.3869, 0.4079, 0.3561, 0.2743, 0.3120, -1.6017, 0.5091, 0.7713, -1.2512, -0.0689, -0.8772, 0.5111, -0.1311, -0.8352, -0.2604, -0.7283, -0.0167, 0.8663, -0.7101, -0.8289, -0.8762, -0.6417, 0.6523, 0.2805, 0.3237, 0.3407, 0.3801, 0.3759, 0.3648, 0.3766, 0.3778, 0.4482, 0.4276, 0.4761, 0.4251, -0.4187, 0.0344, -0.0037, -0.1817, -0.6342, -0.0471, -0.5407, 0.2118, 0.5711, 0.4535, 0.4281, -0.9872, -0.0696, -0.8925, 0.5243, -0.5011, 0.2999, 0.3255, 0.3711, 0.3420, 0.2401, 0.3531]
}

Entry 3:
{
  "formula": "C25H27MgN4O9PS",
  "method": "ωB97M-V/def2-TZVPD",
  "e_tot_ha": -2804.8958,
  "molar_mass_g_mol": 614.86,
  "orbital_gap_ev": 5.2,
  "de_lowest_kcal_mol": 10.1,
  "species": ["Mg", "O", "C", "C", "O", "C", "C", "O", "C", "O", "O", "S", "N", "C", "C", "C", "C", "C", "N", "C", "C", "N", "C", "C", "C", "C", "C", "N", "H", "H", "H", "H", "H", "H", "C", "C", "O", "H", "H", "H", "H", "H", "H", "C", "C", "O", "P", "O", "C", "C", "O", "C", "C", "H", "H", "H", "H", "H", "H", "H", "H", "H", "H", "H", "H", "H", "H", "H"],
  "xyz": [[-0.505, 0.653, 0.452], [-6.438, 0.343, -0.759], [-5.251, 0.354, -0.573], [-4.481, -0.509, 0.423], [-4.946, -1.390, 1.118], [-3.092, -0.068, 0.324], [-2.945, 0.910, -0.667], [-1.781, 1.403, -0.950], [-4.232, 1.254, -1.268], [-4.464, 2.066, -2.139], [-2.073, -0.485, 1.004], [5.665, 5.093, -0.634], [5.576, 3.541, -0.202], [4.294, 3.269, -0.030], [3.753, 1.982, 0.364], [4.541, 0.860, 0.621], [3.924, -0.315, 0.990], [2.534, -0.341, 1.078], [1.771, 0.716, 0.833], [2.365, 1.871, 0.488], [1.486, 3.022, 0.244], [0.175, 2.806, 0.399], [-0.667, 3.803, 0.181], [-0.238, 5.081, -0.179], [1.108, 5.314, -0.341], [2.003, 4.264, -0.129], [3.441, 4.381, -0.273], [4.098, 5.474, -0.623], [5.616, 0.934, 0.525], [4.492, -1.209, 1.204], [2.014, -1.253, 1.351], [-1.719, 3.569, 0.271], [-0.968, 5.861, -0.343], [1.486, 6.285, -0.633], [-1.124, -0.946, 3.985], [-1.448, 0.485, 3.629], [-0.495, 1.029, 2.685], [-1.867, -1.335, 4.682], [-0.144, -1.022, 4.467], [-1.142, -1.559, 3.084], [-1.460, 1.133, 4.509], [-2.409, 0.543, 3.131], [0.386, 0.959, 3.069], [0.384, -5.583, -0.005], [1.436, -4.495, -0.068], [0.973, -3.296, -0.705], [-0.197, -2.436, 0.070], [0.058, -1.043, -0.821], [0.763, -0.975, -2.086], [0.667, 0.431, -2.630], [-1.552, -3.033, -0.502], [-1.865, -3.445, -1.844], [-3.017, -2.614, -2.361], [0.824, -6.490, 0.414], [0.010, -5.813, -1.003], [-0.460, -5.293, 0.622], [2.288, -4.823, -0.662], [1.800, -4.252, 0.937], [0.317, -1.688, -2.777], [1.798, -1.274, -1.919], [-0.369, 0.739, -2.756], [1.186, 0.485, -3.588], [1.149, 1.145, -1.955], [-2.126, -4.503, -1.789], [-0.983, -3.354, -2.479], [-3.865, -2.683, -1.680], [-3.326, -2.966, -3.346], [-2.728, -1.565, -2.439]],
  "forces_ev_per_a": [[-0.41, 0.21, 0.20], [-0.02, -0.05, -0.04], [0.02, 0.12, 0.08], [0.01, -0.15, -0.04], [-0.01, 0.06, 0.04], [-0.01, -0.03, -0.09], [0.07, -0.04, -0.08], [-0.01, 0.04, 0.24], [0.00, -0.09, -0.06], [-0.01, 0.04, 0.01], [0.08, 0.05, 0.02], [0.03, 0.02, -0.02], [-0.01, 0.03, 0.01], [-0.04, 0.04, -0.02], [-0.01, -0.05, 0.02], [-0.02, -0.01, 0.00], [0.00, 0.02, 0.01], [-0.01, 0.01, 0.01], [0.04, -0.10, -0.16], [0.08, -0.06, 0.06], [-0.01, 0.11, 0.09], [0.04, -0.04, -0.24], [0.01, 0.02, 0.00], [0.01, 0.00, 0.01], [-0.01, 0.00, 0.00], [-0.03, -0.01, 0.02], [0.02, -0.05, 0.02], [0.02, -0.01, 0.01], [0.00, 0.00, 0.00], [0.01, 0.01, 0.00], [0.00, 0.01, -0.01], [0.01, -0.01, -0.02], [0.01, 0.00, 0.00], [0.00, 0.00, 0.00], [0.02, -0.01, 0.00], [0.00, 0.01, 0.03], [0.09, -0.10, -0.16], [0.00, 0.01, -0.01], [0.00, 0.00, -0.01], [0.00, 0.00, 0.01], [0.01, 0.00, 0.01], [-0.01, 0.01, -0.02], [-0.01, 0.06, 0.04], [-0.01, -0.05, -0.02], [0.03, 0.02, 0.00], [-0.09, -0.08, -0.05], [0.02, 0.08, 0.00], [0.09, 0.03, 0.09], [-0.01, 0.05, 0.00], [0.00, 0.01, 0.03], [0.00, -0.18, 0.03], [0.00, 0.09, -0.06], [0.02, 0.04, 0.02], [-0.01, 0.00, 0.00], [0.01, 0.01, 0.01], [0.01, 0.00, -0.01], [0.03, 0.01, 0.01], [-0.03, 0.00, 0.01], [-0.03, -0.01, -0.01], [0.02, -0.02, 0.01], [0.01, 0.00, 0.00], [0.00, -0.02, 0.00], [0.00, -0.01, -0.02], [-0.04, 0.00, 0.02], [0.02, -0.03, 0.01], [0.00, -0.01, -0.01], [0.01, 0.00, 0.01], [-0.01, 0.00, 0.00]],
  "mulliken_charge": [2.7207, -0.6057, 0.5326, -0.3229, -0.6900, 0.6618, 0.9844, -0.9940, 0.0434, -0.6692, -0.8019, 0.1490, -0.6777, 0.9779, 0.1620, -0.8401, -1.0576, -0.4093, 0.3430, -0.5070, 0.1195, 0.0164, -0.2713, -0.9932, -0.6412, 0.2322, 0.9100, -0.6886, 0.5435, 0.4822, 0.5362, 0.4876, 0.4512, 0.5494, -0.8893, -0.2796, -0.4523, 0.4015, 0.3580, 0.0158, 0.4013, 0.1666, 0.1863, -1.0958, -0.2669, -0.4078, -0.5938, -0.2619, -0.2560, -1.0129, -0.0769, -0.1034, -1.1295, 0.4368, 0.2268, 0.3077, 0.3632, 0.2785, 0.3167, 0.2972, 0.2275, 0.4617, 0.1188, 0.3237, 0.3195, 0.2950, 0.4423, 0.1474]
}